A structure of composition C39H14AuF15GeN5OS2, computed with ωB97M-V/def2-TZVPD.

Positions of all 78 atoms, in Å:
H (-3.68, -3.04, 12.16)
N (-0.39, 1.12, 1.64)
O (-4.96, -3.87, 10.74)
C (2.58, -3.51, 2.87)
H (-4.34, -4.21, 6.35)
C (-1.28, 0.37, 3.72)
F (3.82, -6.11, 5.11)
C (4.97, -3.52, 0.29)
H (-5.20, -5.01, 8.51)
F (2.95, 0.14, 6.96)
C (0.12, 2.17, 2.23)
C (7.32, -3.44, -0.07)
F (8.42, -3.84, -0.72)
F (4.18, 2.44, 6.22)
C (-2.37, -3.27, 0.34)
C (-4.45, -3.34, 9.60)
H (-3.43, -3.47, 4.56)
N (-1.35, -1.11, 0.30)
S (2.21, 3.90, -1.83)
C (4.48, 1.61, 4.04)
C (-4.66, -4.08, 8.44)
C (0.87, -5.18, 3.27)
Ge (3.27, -1.86, 1.95)
C (-0.74, 1.49, 4.35)
F (4.64, -3.83, 3.98)
F (6.47, -1.26, 2.64)
F (-0.38, -5.63, 3.06)
C (6.29, -2.12, 1.63)
N (0.46, 1.74, -2.04)
H (-2.64, -4.16, -0.21)
F (3.80, -4.07, -0.05)
C (1.21, 2.64, -1.92)
C (-1.73, -2.22, -0.31)
F (8.64, -2.06, 1.30)
C (-3.76, -2.13, 9.54)
C (-3.28, -1.68, 8.32)
C (-2.94, -1.89, 5.89)
C (6.08, -3.95, -0.40)
C (1.72, -5.90, 4.08)
H (-5.22, -2.17, 11.91)
N (-3.03, -2.56, 4.70)
H (-3.12, -3.95, 2.21)
H (0.42, 3.27, 4.07)
C (4.31, 0.58, 3.13)
C (-2.63, -3.15, 1.67)
C (-2.23, -1.99, 2.35)
C (-3.48, -2.41, 7.15)
H (-5.21, -3.75, 12.74)
C (4.02, 1.46, 5.33)
H (-3.59, -1.54, 10.42)
C (5.03, -2.59, 1.31)
Au (-0.34, 0.35, -0.86)
C (-4.75, -3.16, 11.95)
C (-2.42, -1.78, 3.75)
C (7.43, -2.53, 0.96)
F (4.79, 0.77, 1.90)
C (3.39, 0.28, 5.70)
H (-0.88, 1.62, 5.42)
H (0.69, 2.85, 1.60)
C (1.31, -4.01, 2.68)
H (-2.74, -0.74, 8.26)
C (-1.07, 0.21, 2.34)
H (-1.51, -2.28, -1.37)
C (-0.03, 2.40, 3.61)
C (-2.00, -0.67, 4.42)
F (5.99, -4.86, -1.38)
C (3.68, -0.61, 3.46)
F (0.42, -3.36, 1.93)
F (5.10, 2.75, 3.69)
S (2.12, -0.94, 0.47)
C (-1.57, -0.98, 1.63)
C (3.00, -5.43, 4.31)
F (1.31, -7.03, 4.66)
C (-4.17, -3.61, 7.23)
F (2.58, -1.82, 5.19)
C (3.40, -4.25, 3.70)
C (3.23, -0.72, 4.76)
N (-2.33, -0.74, 5.75)

Values from the calculation:
Calculated total energy (eV): -172811.7657
Total charge: -1

These are the Mulliken partial charges, in e, on atoms 1 to 6:
1. H 0.34
2. N -0.23
3. O -0.47
4. C -0.36
5. H 0.26
6. C 0.79